DFT (ωB97M-V/def2-TZVPD) results for a structure of composition C2H8O3Sn.

```
! wB97M-V def2-TZVPD RIJCOSX def2/J DEFGRID3
* xyz 2 1
Sn -0.0268 1.0318 -1.5033
O -1.1546 -0.6340 -1.9444
O 0.5262 1.7547 0.5467
O 0.0783 -0.8785 -0.5078
C 0.9915 0.5494 1.2198
C 0.0024 -0.5600 0.8749
H 0.9843 0.6525 2.3049
H -0.9690 -0.1450 1.1439
H -0.4677 -1.6195 -0.7806
H 1.1201 2.4579 0.8193
H 0.1308 -1.5314 1.3523
H -2.0710 -0.4847 -1.7117
H -1.1771 -0.8616 -2.8739
H 2.0325 0.2684 1.0599
*
```

## Properties
E (eV): -14156.9510

The computed Mulliken charges, all in e, follow: 1.269, -0.624, -0.492, -0.522, -0.419, -0.411, 0.429, 0.348, 0.446, 0.347, 0.458, 0.422, 0.373, 0.377

---

DFT (ωB97M-V/def2-TZVPD) results for an isolated molecule of C2H8OP2S.

```
! wB97M-V def2-TZVPD RIJCOSX def2/J DEFGRID3
* xyz 0 1
S -2.2395 1.5837 -0.8357
P -0.1166 -1.3045 0.7022
P -2.0107 -0.0744 0.4734
O -3.1034 -1.0053 0.1453
C 1.3030 -0.0940 0.6020
C 2.0442 -0.0777 -0.7758
H 1.4025 0.2406 -1.6847
H -0.1183 -1.6158 -0.7353
H 2.0828 -0.5849 1.3918
H -2.0605 0.5698 1.7746
H 2.2161 -1.1370 -0.8750
H 1.0509 0.9255 0.9295
H -3.3798 2.0112 -0.2690
H 2.9294 0.5629 -0.8434
*
```

## Properties
E (eV): -33663.5803
SMILES: CCP[P@H](=O)S

The computed Mulliken charges, all in e, follow: -0.273, -0.046, 0.443, -0.570, -0.444, -1.024, 0.232, 0.080, 0.273, 0.114, 0.351, 0.374, 0.170, 0.319

---

DFT (ωB97M-V/def2-TZVPD) results for a cluster of 2 separate species, C2H8OS2 in total.

```
! wB97M-V def2-TZVPD RIJCOSX def2/J DEFGRID3
* xyz -1 2
S 0.6666 0.3105 2.0397
S 1.3610 -1.3312 0.7971
O -0.6214 1.3584 -1.0977
C -0.8108 0.3798 -2.1353
C -2.3336 0.2022 -2.3358
H -2.7198 0.0212 -1.3369
H -2.6806 1.1179 -2.8096
H 0.5226 -2.2001 1.4035
H -2.5662 -0.6437 -2.9837
H -0.3470 0.7738 -3.0384
H 0.1115 0.9602 0.9885
H -0.3516 -0.5191 -1.7458
H -0.7510 2.2344 -1.5132
*
```

## Properties
E (eV): -25920.8416
⟨S²⟩: 0.75

The computed Mulliken charges, all in e, follow: -0.522, -0.628, -0.463, -0.178, -0.949, 0.261, 0.285, 0.077, 0.317, 0.263, 0.039, 0.237, 0.261

---

DFT (ωB97M-V/def2-TZVPD) results for a cluster of 2 separate species, C2H8OS2 in total.

```
! wB97M-V def2-TZVPD RIJCOSX def2/J DEFGRID3
* xyz 0 1
S -1.5077 1.1125 -0.4140
S 0.1486 2.2663 -0.5821
O 0.2088 -2.8020 -0.2715
C 1.4226 1.1191 -1.1547
C -1.4349 0.3126 1.2021
H 1.4781 0.3013 -0.4502
H 2.3190 1.7147 -1.2000
H -0.4850 -0.1671 1.3386
H 1.2074 0.7579 -2.1377
H 0.2129 -3.2058 0.6085
H 0.2435 -1.8453 -0.1117
H -1.6505 0.9377 2.0618
H -2.1627 -0.5018 1.1109
*
```

## Properties
E (eV): -25921.6665
SMILES: CSSC.O

The computed Mulliken charges, all in e, follow: -0.067, -0.080, -0.646, -0.660, -0.747, 0.147, 0.306, 0.187, 0.293, 0.325, 0.324, 0.330, 0.288

---

DFT (ωB97M-V/def2-TZVPD) results for a cluster of 2 separate species, C2H8OS2 in total.

```
! wB97M-V def2-TZVPD RIJCOSX def2/J DEFGRID3
* xyz 0 1
S -1.5045 0.0580 1.4649
S -1.6704 0.5435 3.4512
O 0.7391 -2.1066 -3.5944
C 0.0097 0.8933 0.9374
C 0.6455 0.1119 -0.1927
H 0.4153 -0.9431 -0.0307
H 0.6554 0.9826 1.8039
H -0.1266 1.9325 0.6396
H 1.4066 -1.4158 -3.6778
H -2.7256 1.3439 3.3076
H 0.1801 0.2796 -1.1506
H 0.2455 -1.8035 -2.8199
H 1.7300 0.1238 -0.1383
*
```

## Properties
E (eV): -25921.4542
SMILES: CCSS.O

The computed Mulliken charges, all in e, follow: -0.101, -0.216, -0.641, -0.418, -1.107, 0.348, 0.356, 0.341, 0.321, 0.157, 0.284, 0.329, 0.348

---

DFT (ωB97M-V/def2-TZVPD) results for a cluster of 2 separate species, C2H8OS2 in total.

```
! wB97M-V def2-TZVPD RIJCOSX def2/J DEFGRID3
* xyz 1 2
S -0.0954 -0.9020 0.7030
S 0.8795 0.3663 -0.6750
O -2.7855 0.0753 -1.5466
C -0.8563 0.6232 1.5628
C 2.5506 0.3283 0.0720
H -0.1651 1.4652 1.8646
H 2.3361 0.4802 1.1915
H -2.6168 -0.8029 -1.0745
H -2.9585 -0.2664 -2.5056
H 3.0080 -0.7082 -0.2195
H -1.4336 0.2280 2.4583
H -1.7294 0.7093 0.8088
H 3.1319 1.1546 -0.4084
*
```

## Properties
E (eV): -25912.0295
⟨S²⟩: 0.75

The computed Mulliken charges, all in e, follow: 0.050, 0.379, -0.641, -0.696, -0.758, 0.350, 0.329, 0.327, 0.327, 0.358, 0.324, 0.287, 0.363

---

DFT (ωB97M-V/def2-TZVPD) results for a structure of composition C2H8OSi2.

```
! wB97M-V def2-TZVPD RIJCOSX def2/J DEFGRID3
* xyz 0 1
Si 0.3692 -1.1945 -1.8890
Si -0.5552 0.2539 -0.3542
O -1.8535 -0.5116 0.2816
C 0.7062 0.7110 2.1793
C 0.7610 0.6830 0.9091
H 1.7292 0.7951 0.4673
H -0.1592 -0.4794 -3.0584
H -1.1527 1.8092 -0.9854
H 1.7610 -1.1640 -1.8971
H -2.4066 -0.0924 0.8506
H 1.5166 1.0211 2.8130
H -0.2740 0.5193 2.8358
H -0.4420 -2.3507 -2.1525
*
```

## Properties
E (eV): -20004.6924

The computed Mulliken charges, all in e, follow: 0.354, 0.286, -0.416, -0.569, -0.210, 0.301, -0.116, -0.075, -0.131, 0.274, 0.277, 0.122, -0.096

---

DFT (ωB97M-V/def2-TZVPD) results for a cluster of 2 separate species, C2H8P2S2 in total.

```
! wB97M-V def2-TZVPD RIJCOSX def2/J DEFGRID3
* xyz 0 1
S -1.2617 2.9870 2.7353
S -0.3005 2.7494 0.9069
P 0.5703 -0.5759 1.8060
P -0.8518 -0.4911 0.3059
C 0.1219 -0.0361 -1.1905
C 1.2608 -1.0347 -1.5100
H -0.4683 0.0085 -2.0811
H -0.2521 -1.4804 2.6855
H -1.1038 -1.8951 -0.1081
H -2.4010 2.5706 2.1226
H 0.4681 1.0686 -0.9748
H 1.7197 -1.3174 -0.6144
H 0.7134 -1.9595 -1.7402
H 1.7848 -0.5940 -2.3431
*
```

## Properties
E (eV): -42447.6664

The computed Mulliken charges, all in e, follow: -0.187, -0.287, 0.021, 0.089, -0.455, -1.050, 0.429, 0.072, 0.099, 0.164, 0.127, 0.341, 0.301, 0.336

---

DFT (ωB97M-V/def2-TZVPD) results for a cluster of 2 separate species, C2H8S in total.

```
! wB97M-V def2-TZVPD RIJCOSX def2/J DEFGRID3
* xyz 0 1
S -1.1415 -1.0752 -0.3736
C 2.7116 1.6469 -0.2444
C -0.8976 0.1831 0.9003
H 3.4164 2.4098 -0.5549
H 1.9010 2.0867 0.3438
H -0.9707 1.1918 0.5021
H -1.6539 0.0700 1.6763
H 3.1997 0.8874 0.3545
H 0.1509 -1.3516 -0.5689
H 2.2628 1.2292 -1.1438
H 0.0757 0.0736 1.3696
*
```

## Properties
E (eV): -13038.6963
SMILES: CS.C

The computed Mulliken charges, all in e, follow: -0.183, -0.956, -0.722, 0.294, 0.199, 0.268, 0.292, 0.237, 0.099, 0.233, 0.241

---

DFT (ωB97M-V/def2-TZVPD) results for a cluster of 2 separate species, C2H8S2 in total.

```
! wB97M-V def2-TZVPD RIJCOSX def2/J DEFGRID3
* xyz 0 1
S 3.9783 -1.5291 1.3338
S -0.7425 -0.0945 0.6182
C -2.0463 1.1532 0.4155
C -0.3191 -0.3775 -1.1402
H 4.1605 -0.3572 0.7058
H -0.9709 -1.1608 -1.5312
H -0.4247 0.5196 -1.7406
H -1.5877 2.0734 0.0624
H -2.7927 0.8292 -0.3122
H 0.6803 -0.8033 -1.1508
H 2.6404 -1.5377 1.3843
H -2.5755 1.2848 1.3548
*
```

## Properties
E (eV): -23873.8174
SMILES: CSC.S

The computed Mulliken charges, all in e, follow: -0.280, -0.049, -0.853, -0.761, 0.139, 0.270, 0.265, 0.280, 0.287, 0.270, 0.135, 0.297

---

DFT (ωB97M-V/def2-TZVPD) results for a cluster of 2 separate species, C2H8S2 in total.

```
! wB97M-V def2-TZVPD RIJCOSX def2/J DEFGRID3
* xyz 0 1
S -0.9728 5.4589 1.0259
S -3.7273 -2.5451 1.1162
C -3.4288 -2.5877 -0.6209
C -1.9444 5.2768 2.5333
H -1.4585 5.5292 3.4908
H -2.8688 5.8713 2.4404
H -3.1635 -1.6109 -1.0590
H -2.5679 -3.2684 -0.7315
H -2.2136 4.2073 2.5465
H 0.0931 4.7340 1.4271
H -4.0421 -3.8455 1.2961
H -4.2816 -3.0051 -1.1823
*
```

## Properties
E (eV): -23873.6011
SMILES: CS.CS

The computed Mulliken charges, all in e, follow: -0.191, -0.195, -0.683, -0.692, 0.270, 0.248, 0.265, 0.246, 0.253, 0.112, 0.111, 0.255

---

DFT (ωB97M-V/def2-TZVPD) results for a cluster of 2 separate species, C2H8S2 in total.

```
! wB97M-V def2-TZVPD RIJCOSX def2/J DEFGRID3
* xyz 0 1
S 1.6280 0.6880 1.0131
S 1.8429 -0.8439 -0.3045
C -3.8904 0.5287 -0.9074
C -2.5143 -0.0511 -0.5797
H -4.2773 0.2712 -1.8894
H -3.8671 1.6211 -0.8221
H -4.6618 0.2805 -0.1757
H -2.1877 -0.7117 -1.3828
H -1.7456 0.7216 -0.5400
H -2.5053 -0.5753 0.3727
H 1.7304 -1.8540 0.5192
H 0.3348 1.0426 0.7949
*
```

## Properties
E (eV): -23873.8742
SMILES: CC.SS

The computed Mulliken charges, all in e, follow: -0.146, -0.170, -0.857, -0.629, 0.276, 0.263, 0.259, 0.276, 0.100, 0.320, 0.163, 0.145

---

DFT (ωB97M-V/def2-TZVPD) results for a cluster of 2 separate species, C2H8S2 in total.

```
! wB97M-V def2-TZVPD RIJCOSX def2/J DEFGRID3
* xyz 0 1
S 3.8960 -0.5553 0.4678
S 2.5382 -1.3888 -0.7860
C 1.3085 -0.3596 -1.6457
C -2.8522 0.6862 1.2311
H -2.2016 0.3481 0.4301
H 1.7110 0.6564 -1.7387
H -3.6879 0.0133 1.4071
H -3.3130 1.4915 0.6520
H 1.3406 -0.5990 -2.7035
H -2.4975 1.0197 2.1969
H 3.3614 -0.9962 1.6193
H 0.3965 -0.3161 -1.1303
*
```

## Properties
E (eV): -23873.3693
SMILES: CSS.C

The computed Mulliken charges, all in e, follow: -0.179, -0.084, -0.595, -0.848, 0.106, 0.293, 0.250, 0.261, 0.297, 0.234, 0.156, 0.110

---

DFT (ωB97M-V/def2-TZVPD) results for a cluster of 2 separate species, C2H8S3 in total.

```
! wB97M-V def2-TZVPD RIJCOSX def2/J DEFGRID3
* xyz 0 1
S 1.4169 -2.3402 -0.0933
S 1.2098 1.2642 -1.0667
S 0.8460 -2.1811 1.8672
C -0.3881 1.4386 -0.1230
C -1.3094 0.3212 -0.5949
H -1.0659 -0.0261 -1.5902
H -1.1818 -0.5159 0.0955
H -0.2678 1.3965 0.9557
H 2.0145 1.6927 -0.1131
H -0.3381 -2.8435 1.7703
H -2.3567 0.6083 -0.4670
H 2.1417 -1.2496 -0.2405
H -0.7209 2.4348 -0.3999
*
```

## Properties
E (eV): -34708.8509
SMILES: CCS.SS

The computed Mulliken charges, all in e, follow: -0.141, -0.299, -0.202, -0.327, -0.879, 0.323, 0.134, 0.335, 0.132, 0.158, 0.313, 0.148, 0.305

---

DFT (ωB97M-V/def2-TZVPD) results for a cluster of 2 separate species, C2H8S3 in total.

```
! wB97M-V def2-TZVPD RIJCOSX def2/J DEFGRID3
* xyz 0 1
S -0.2453 2.9673 -0.4312
S -0.8698 2.1466 -2.1965
S -0.0536 -1.7030 -0.4827
C -0.6758 -1.6988 1.2522
C 1.1693 -0.4125 -0.1372
H -1.6451 -2.3662 1.1894
H 2.0715 -0.6653 -0.7142
H -1.7585 1.3618 -1.5432
H 0.9115 3.0279 -0.9038
H 0.6093 0.4290 -0.4052
H 1.3151 -0.3459 0.9910
H -1.0637 -0.6290 1.6429
H 0.2351 -2.1120 1.7385
*
```

## Properties
E (eV): -34707.9753
SMILES: CSC.SS

The computed Mulliken charges, all in e, follow: -0.197, -0.176, -0.099, -0.755, -0.279, 0.270, 0.306, 0.173, 0.162, -0.168, 0.260, 0.214, 0.289

---

DFT (ωB97M-V/def2-TZVPD) results for a cluster of 2 separate species, C2H8S3 in total.

```
! wB97M-V def2-TZVPD RIJCOSX def2/J DEFGRID3
* xyz 0 1
S 3.5176 -0.3493 -0.4167
S 1.5613 0.3902 -0.2241
S -3.1753 0.6158 0.1062
C 0.6452 -1.1445 -0.4197
C -1.4899 1.0630 0.7013
H 0.0377 -1.4116 0.4402
H -0.8677 1.3112 -0.1296
H -1.5987 1.8061 1.4817
H -0.0651 -1.0679 -1.2357
H -1.2036 0.1435 1.1997
H 4.0276 0.8496 -0.0871
H 1.3269 -1.9339 -0.6539
H -2.7162 -0.2723 -0.7624
*
```

## Properties
E (eV): -34708.7092
SMILES: CSS.CS

The computed Mulliken charges, all in e, follow: -0.226, -0.010, -0.178, -0.858, -0.537, 0.284, 0.149, 0.333, 0.287, 0.151, 0.140, 0.377, 0.089

---

DFT (ωB97M-V/def2-TZVPD) results for a cluster of 2 separate species, C2H8S4 in total.

```
! wB97M-V def2-TZVPD RIJCOSX def2/J DEFGRID3
* xyz 0 1
S 1.6201 0.5910 1.7156
S -0.4720 -2.4244 0.7108
S 1.8498 1.2519 -0.2898
S 0.0370 -3.4124 -1.0197
C -1.6668 -1.1768 -0.0001
C 0.6871 2.6416 -0.2157
H -1.5652 -1.0594 -1.0712
H -2.6287 -1.6451 0.2020
H -0.3522 2.3157 -0.2040
H 0.8535 3.3066 0.6280
H -1.5555 -0.2407 0.5397
H 1.1130 -2.6875 -1.4035
H 1.2837 -0.6974 1.5267
H 0.7962 3.2369 -1.1187
*
```

## Properties
E (eV): -45544.4730
SMILES: CSS.CSS

The computed Mulliken charges, all in e, follow: -0.184, -0.083, -0.048, -0.215, -0.667, -0.786, 0.322, 0.319, 0.262, 0.320, 0.186, 0.165, 0.113, 0.296

---

DFT (ωB97M-V/def2-TZVPD) results for a cluster of 2 separate species, C2H8S4 in total.

```
! wB97M-V def2-TZVPD RIJCOSX def2/J DEFGRID3
* xyz 1 2
S 1.4474 2.2664 -0.3402
S -0.8547 -1.7947 -1.8544
S -0.0820 1.8754 0.8548
S -0.6073 -2.9886 -0.2072
C -0.2074 3.4792 1.6073
C -0.0420 -1.7754 1.0133
H 1.4113 1.1004 -1.0199
H -0.4831 -0.8133 0.7811
H 0.3442 -1.9614 -2.4551
H 0.7076 3.7451 2.1243
H -0.4901 4.2381 0.8966
H -0.3736 -2.0447 2.0105
H 1.0389 -1.6860 0.9299
H -0.9659 3.4469 2.3930
*
```

## Properties
E (eV): -45536.1959
⟨S²⟩: 0.75

The computed Mulliken charges, all in e, follow: 0.089, -0.235, 0.418, -0.021, -0.964, -0.351, 0.286, -0.206, 0.178, 0.408, 0.411, 0.332, 0.312, 0.344